1.
93
Properties=species:S:1:pos:R:3 method="wB97M-V/def2-TZVPD" lumo_energy_ev="-1.65 / -2.64" e_homo_ev="-8.01 / -8.65" charge=0 gap_ev="6.36 / 6.01" spin_multiplicity=1
Pb 0.11 -1.73 0.97
C 2.36 -0.82 -3.54
Si 2.28 -1.84 -1.98
C 3.95 -2.60 -1.66
C 1.00 -3.18 -2.19
N 1.80 -0.92 -0.58
P 1.68 0.64 -0.19
C 0.12 1.23 0.19
P -1.41 0.68 -0.34
N -1.66 -0.94 -0.24
Si -3.20 -1.76 -0.46
C -4.30 -1.51 1.03
C -4.06 -1.13 -1.99
C -2.89 -3.58 -0.68
C -2.71 1.56 0.55
C -2.56 1.76 1.92
C -3.58 2.34 2.65
C -4.75 2.75 2.03
C -4.90 2.58 0.66
C -3.88 1.98 -0.08
C -1.51 1.22 -2.06
C -1.81 2.54 -2.40
C -1.73 2.95 -3.72
C -1.34 2.06 -4.71
C -1.03 0.75 -4.38
C -1.12 0.33 -3.06
C 2.73 0.93 1.26
C 3.75 0.03 1.53
C 4.68 0.32 2.53
C 4.57 1.50 3.25
C 3.54 2.39 2.99
C 2.62 2.11 2.00
C 2.44 1.68 -1.47
C 3.82 1.60 -1.64
C 4.44 2.34 -2.64
C 3.69 3.15 -3.47
C 2.32 3.25 -3.29
C 1.70 2.52 -2.29
H 2.34 -1.49 -4.40
H 3.27 -0.23 -3.60
H 1.52 -0.13 -3.64
H 4.21 -3.32 -2.44
H 3.95 -3.12 -0.70
H 4.72 -1.83 -1.63
H 1.15 -3.74 -3.11
H -0.01 -2.76 -2.22
H 1.05 -3.90 -1.38
H -4.80 -0.54 1.02
H -3.73 -1.57 1.96
H -5.07 -2.28 1.06
H -4.27 -0.06 -1.95
H -5.02 -1.64 -2.08
H -3.49 -1.33 -2.89
H -2.58 -4.05 0.25
H -2.12 -3.78 -1.43
H -3.80 -4.07 -1.00
H -1.65 1.44 2.41
H -3.45 2.48 3.72
H -5.54 3.21 2.60
H -5.80 2.91 0.16
H -4.01 1.86 -1.14
H -2.09 3.24 -1.62
H -1.97 3.98 -3.97
H -1.27 2.39 -5.73
H -0.72 0.05 -5.14
H -0.88 -0.69 -2.79
H 3.82 -0.88 0.96
H 5.47 -0.39 2.74
H 5.29 1.72 4.03
H 3.45 3.29 3.57
H 1.81 2.80 1.78
H 4.42 0.97 -0.99
H 5.51 2.27 -2.76
H 4.17 3.73 -4.25
H 1.73 3.89 -3.92
H 0.63 2.61 -2.14
Se -0.16 -4.44 1.87
C -0.20 -5.41 0.32
N -0.22 -6.06 -0.63
F 1.25 -2.07 5.73
C 1.28 -1.46 4.54
F 1.63 -2.38 3.63
F 2.25 -0.55 4.57
C -0.08 -0.80 4.15
O -0.13 -0.55 2.82
C -0.22 0.54 4.94
F 0.19 0.43 6.21
F 0.48 1.52 4.37
F -1.50 0.93 4.97
C -1.24 -1.75 4.58
F -1.47 -1.73 5.90
F -2.36 -1.43 3.95
F -0.94 -3.02 4.25

2.
82
Properties=species:S:1:pos:R:3 method="wB97M-V/def2-TZVPD" lumo_energy_ev=2.51 e_homo_ev=-3.72 charge=-1 gap_ev=6.24 e_above_lowest_ev=0.655 spin_multiplicity=1
Pt 0.21 0.80 -0.22
C 4.08 0.25 0.23
N 3.17 1.37 0.09
C 3.35 2.10 -1.15
C 3.01 2.19 1.23
C 4.00 2.32 2.19
C 3.82 3.13 3.31
C 2.64 3.82 3.46
C 1.63 3.69 2.52
C 1.79 2.88 1.39
N 0.74 2.65 0.49
C 0.06 3.66 -0.09
C 0.25 5.05 0.11
C -0.53 5.98 -0.54
C -1.54 5.60 -1.43
C -1.70 4.25 -1.69
C -0.92 3.30 -1.06
N -1.02 1.88 -1.45
C -2.39 1.36 -1.32
C -0.58 1.72 -2.87
H 5.15 0.55 0.21
H 3.87 -0.27 1.16
H 3.91 -0.43 -0.61
H 4.35 2.56 -1.21
H 3.22 1.41 -1.99
H 2.60 2.88 -1.22
H 4.93 1.78 2.07
H 4.61 3.20 4.05
H 2.47 4.44 4.34
H 0.68 4.18 2.67
H 1.03 5.38 0.78
H -0.36 7.03 -0.35
H -2.15 6.34 -1.92
H -2.43 3.93 -2.42
H -3.05 1.86 -2.04
H -2.37 0.29 -1.53
H -2.75 1.53 -0.31
H -1.28 2.23 -3.54
H 0.41 2.16 -2.97
H -0.53 0.65 -3.07
N -0.11 -0.88 -1.40
P -0.70 -2.17 -0.77
C 0.26 -2.97 0.57
C 1.64 -2.87 0.44
C 2.48 -3.44 1.39
C 1.94 -4.10 2.49
C 0.56 -4.20 2.61
C -0.27 -3.64 1.66
C -0.77 -3.51 -2.01
C -0.49 -3.21 -3.33
C -0.52 -4.21 -4.30
C -0.83 -5.51 -3.94
C -1.11 -5.82 -2.62
C -1.07 -4.82 -1.66
C -2.41 -2.11 -0.11
C -3.50 -2.47 -0.90
C -4.79 -2.26 -0.45
C -5.01 -1.69 0.79
C -3.93 -1.33 1.59
C -2.64 -1.54 1.14
H 2.06 -2.32 -0.40
H 3.55 -3.34 1.29
H 2.59 -4.51 3.25
H 0.13 -4.70 3.48
H -1.35 -3.73 1.78
H -0.24 -2.18 -3.58
H -0.29 -3.96 -5.33
H -0.85 -6.29 -4.70
H -1.34 -6.84 -2.33
H -1.28 -5.07 -0.62
H -3.34 -2.91 -1.88
H -5.63 -2.54 -1.08
H -6.02 -1.53 1.15
H -4.09 -0.89 2.56
H -1.80 -1.26 1.77
C -1.05 1.18 2.78
O -0.33 0.05 3.26
C 0.83 -0.48 2.65
O 1.07 -0.09 1.49
H -1.88 1.34 3.47
H -1.45 1.04 1.77
H -0.43 2.07 2.76

3.
89
Properties=species:S:1:pos:R:3 method="wB97M-V/def2-TZVPD" lumo_energy_ev=-0.35 e_homo_ev=-8.00 charge=0 gap_ev=7.65 e_above_lowest_ev=0.000 spin_multiplicity=1
Pb -0.83 -1.24 -0.24
N 0.09 -2.16 4.23
C -0.50 -2.01 3.03
S 0.32 -2.75 1.68
N -1.64 -1.35 3.05
N -2.22 -1.23 1.83
C -3.44 -0.83 1.76
C -4.24 -0.40 2.93
C -3.79 0.64 3.74
C -4.54 1.05 4.83
C -5.74 0.42 5.12
C -6.19 -0.63 4.33
C -5.44 -1.03 3.23
C -4.05 -0.84 0.40
C -5.27 -0.23 0.14
C -5.80 -0.33 -1.14
C -5.11 -1.04 -2.11
C -3.89 -1.60 -1.77
N -3.38 -1.51 -0.55
H 0.83 -2.84 4.32
H -0.45 -1.93 5.05
H -2.84 1.12 3.52
H -4.19 1.87 5.44
H -6.33 0.74 5.98
H -7.12 -1.13 4.56
H -5.79 -1.85 2.61
H -5.78 0.32 0.91
H -6.74 0.15 -1.37
H -5.50 -1.15 -3.11
H -3.32 -2.15 -2.50
O -2.03 1.00 -2.48
N -1.02 1.70 -1.85
C -1.46 2.72 -1.23
C -0.53 3.66 -0.59
C -0.81 5.02 -0.78
C 0.06 6.00 -0.34
C 1.24 5.63 0.31
C 1.50 4.29 0.53
C 0.62 3.29 0.12
P 0.99 1.54 0.57
C 1.44 1.67 2.34
C 1.05 2.72 3.17
C 1.33 2.67 4.53
C 2.01 1.60 5.07
C 2.39 0.54 4.25
C 2.09 0.57 2.90
C 2.59 1.36 -0.31
C 2.49 1.06 -1.67
C 3.62 0.93 -2.45
C 4.88 1.08 -1.87
C 4.99 1.37 -0.52
C 3.85 1.52 0.26
H -1.57 0.26 -2.91
H -2.53 2.96 -1.27
H -1.71 5.30 -1.31
H -0.16 7.04 -0.51
H 1.94 6.38 0.64
H 2.41 4.00 1.06
H 0.52 3.57 2.77
H 1.02 3.49 5.17
H 2.24 1.57 6.13
H 2.91 -0.31 4.66
H 2.36 -0.28 2.27
H 1.50 0.94 -2.11
H 3.53 0.71 -3.50
H 5.77 0.98 -2.48
H 5.97 1.49 -0.07
H 3.95 1.75 1.31
O -1.66 -3.44 -3.89
S -0.67 -2.76 -3.12
O -0.64 -3.15 -1.68
O -0.68 -1.30 -3.22
O 0.72 -3.24 -3.71
C 3.24 -5.22 -4.24
Si 3.41 -3.37 -4.00
C 4.92 -2.96 -2.98
C 3.45 -2.50 -5.65
C 1.90 -2.75 -3.03
H 4.10 -5.62 -4.78
H 2.34 -5.45 -4.81
H 3.17 -5.73 -3.28
H 5.83 -3.24 -3.52
H 4.91 -3.50 -2.03
H 4.98 -1.90 -2.76
H 4.27 -2.86 -6.27
H 3.56 -1.42 -5.54
H 2.52 -2.68 -6.20
H 1.91 -3.12 -2.00
H 1.87 -1.66 -3.01

4.
79
Properties=species:S:1:pos:R:3 method="wB97M-V/def2-TZVPD" lumo_energy_ev=0.94 e_homo_ev=-3.45 charge=-1 gap_ev=4.39 spin_multiplicity=1
C 4.91 -0.76 0.53
C 4.11 -1.23 1.75
C 4.05 -2.76 1.70
C 4.87 -0.83 3.02
C 2.70 -0.61 1.74
C 1.56 -1.35 1.68
C 0.25 -0.77 1.70
C -0.90 -1.58 1.68
C -2.24 -1.08 1.65
C -2.63 -0.04 0.75
C -3.90 0.50 0.81
C -4.83 0.05 1.76
C -6.19 0.68 1.82
C -4.47 -0.99 2.63
C -3.22 -1.58 2.55
C 0.16 0.66 1.83
C 1.25 1.48 1.86
C 1.13 3.01 1.98
C 1.82 3.51 3.26
C -0.32 3.47 2.03
C 1.79 3.70 0.77
C 2.58 0.86 1.76
O 3.60 1.58 1.62
H 5.05 0.32 0.58
H 5.89 -1.25 0.53
H 4.38 -1.02 -0.39
H 3.53 -3.16 2.58
H 3.55 -3.10 0.79
H 5.07 -3.16 1.70
H 4.32 -1.17 3.91
H 5.86 -1.30 3.02
H 4.99 0.25 3.07
H 1.62 -2.44 1.62
H -0.74 -2.65 1.80
H -1.91 0.31 0.01
H -4.18 1.31 0.12
H -6.80 0.19 2.59
H -6.13 1.75 2.06
H -6.71 0.59 0.86
H -5.20 -1.33 3.37
H -2.94 -2.38 3.23
H -0.84 1.10 1.95
H 2.88 3.25 3.24
H 1.71 4.60 3.33
H 1.35 3.05 4.14
H -0.87 3.16 1.13
H -0.83 3.09 2.92
H -0.35 4.57 2.07
H 1.33 3.35 -0.16
H 1.65 4.78 0.85
H 2.86 3.48 0.75
C 2.97 2.45 -3.23
C 2.32 2.17 -4.44
C 1.49 1.05 -4.56
C 1.29 0.24 -3.44
S 0.28 -1.25 -3.57
C -1.30 -0.74 -3.09
C -2.42 -1.57 -3.16
C -3.73 -1.09 -2.79
C -4.84 -1.92 -2.84
C -4.70 -3.26 -3.27
C -5.84 -4.13 -3.32
N -6.74 -4.89 -3.37
C -3.44 -3.74 -3.65
C -2.32 -2.93 -3.60
O 0.34 -1.57 -4.98
O 0.86 -2.16 -2.61
C 1.93 0.50 -2.23
C 2.77 1.61 -2.13
H 3.62 3.32 -3.14
H 2.47 2.82 -5.31
H 1.02 0.81 -5.50
H -1.36 0.31 -2.83
H -3.82 -0.05 -2.47
H -5.82 -1.55 -2.56
H -3.36 -4.78 -3.98
H -1.36 -3.34 -3.92
H 1.78 -0.17 -1.39
H 3.28 1.80 -1.18

5.
85
Properties=species:S:1:pos:R:3 method="wB97M-V/def2-TZVPD" lumo_energy_ev=-0.59 e_homo_ev=-9.26 charge=0 gap_ev=8.66 e_above_lowest_ev=2.626 spin_multiplicity=1 smiles=OB(O)B1OBOB(Br)O1.c1ccccc1.c1ccccc1.c1ccccc1.c1ccccc1.c1ccccc1.c1ccccc1
O 2.18 3.39 -0.78
B 1.90 2.97 -2.19
O 2.90 2.40 -3.12
B 0.30 3.15 -2.67
O -0.50 4.38 -2.44
B -1.72 3.93 -1.70
O -2.51 2.71 -2.08
B -1.49 1.68 -2.33
Br -1.34 -0.10 -1.41
O -0.43 2.01 -3.34
H 3.16 3.17 -0.63
H 2.46 1.58 -3.54
H -2.12 4.49 -0.72
C -6.30 -0.95 1.58
C -6.24 -2.15 2.27
C -5.05 -2.89 2.29
C -3.93 -2.41 1.62
C -3.99 -1.21 0.92
C -5.18 -0.48 0.90
H -7.22 -0.37 1.56
H -7.12 -2.53 2.79
H -5.00 -3.83 2.84
H -3.00 -2.98 1.64
H -3.12 -0.84 0.39
H -5.23 0.46 0.35
C 1.04 -1.21 1.61
C 0.02 -2.14 1.42
C -0.05 -3.28 2.22
C 0.91 -3.50 3.21
C 1.94 -2.57 3.39
C 2.00 -1.43 2.60
H 1.09 -0.32 0.99
H -0.73 -1.98 0.64
H -0.85 -4.01 2.07
H 0.86 -4.39 3.83
H 2.69 -2.74 4.16
H 2.80 -0.71 2.75
C -4.24 -8.63 1.94
C -3.32 -7.60 2.14
C -3.51 -6.37 1.51
C -4.61 -6.17 0.68
C -5.53 -7.20 0.49
C -5.34 -8.43 1.12
H -4.09 -9.59 2.44
H -2.45 -7.76 2.78
H -2.79 -5.57 1.66
H -4.76 -5.21 0.20
H -6.39 -7.05 -0.16
H -6.06 -9.24 0.96
C -2.23 7.32 -6.98
C -1.24 8.30 -7.03
C -0.13 8.22 -6.19
C -0.02 7.17 -5.28
C -1.01 6.19 -5.23
C -2.11 6.26 -6.08
H -3.08 7.38 -7.65
H -1.33 9.13 -7.73
H 0.64 8.99 -6.23
H 0.84 7.10 -4.63
H -0.93 5.37 -4.52
H -2.89 5.50 -6.04
C 3.80 -4.59 7.42
C 3.19 -5.15 6.30
C 3.96 -5.77 5.31
C 5.35 -5.82 5.45
C 5.96 -5.25 6.57
C 5.19 -4.64 7.55
H 3.20 -4.12 8.19
H 2.11 -5.11 6.19
H 3.49 -6.20 4.44
H 5.95 -6.30 4.69
H 7.04 -5.29 6.67
H 5.67 -4.20 8.42
C 4.07 5.45 -2.77
C 4.70 5.19 -3.99
C 5.50 6.16 -4.59
C 5.68 7.39 -3.96
C 5.05 7.66 -2.74
C 4.25 6.68 -2.15
H 3.45 4.69 -2.31
H 4.56 4.23 -4.48
H 5.99 5.96 -5.54
H 6.31 8.15 -4.42
H 5.19 8.62 -2.26
H 3.76 6.89 -1.20

no.,energy (eV)
1,-173854.314
2,-60539.388
3,-99722.940
4,-56417.174
5,-120957.068